# 1
Here is a structure of composition C20H40NP3S2Sn in a non-equilibrium geometry from OMol25. Energies are from ωB97M-V/def2-TZVPD.

- HOMO energy (alpha / beta) (eV) = -19.5 / -19.5
- relative energy (zero: lowest compared OMol25 entry of this formula, charge and spin) (eV) = 0.000
- total charge = +4
- total energy (Ha) = -2874.020454

Positions of all 67 atoms, in Å:
H1 1.1516 -4.4526 1.1531
C1 -3.2858 0.4984 0.2102
H2 -3.5836 -1.9854 -2.9641
H3 -1.7198 4.2803 -1.5603
C2 -1.4765 -0.4729 -4.6374
S1 3.5910 1.9335 -0.2389
C3 1.2360 2.4047 -1.1576
P1 2.3499 -2.3719 1.1289
C4 -1.0814 -1.4324 -7.2417
H4 -0.0691 4.0877 -3.4265
H5 3.0028 -0.3569 -0.9367
H6 4.4444 -1.8729 0.0513
C5 -3.6373 -2.7326 -2.1615
C6 -2.0020 -0.3979 -7.0111
H7 -2.8893 3.1486 -2.4879
H8 -0.9314 -1.8203 -8.2509
H9 0.3566 -2.7853 -6.3401
H10 3.3570 -1.3881 3.0452
H11 1.6289 -0.9385 2.9124
H12 -0.8198 -5.1202 -2.0507
C7 -1.3743 -4.3597 -2.6207
N1 1.3867 1.0235 -1.2211
C8 -2.2800 -3.9775 0.0705
P2 -1.5530 0.1156 0.6197
Sn1 -0.2214 -0.9519 -1.3981
H13 0.3147 2.8643 -1.5176
H14 -2.0396 -0.4039 2.9213
H15 -0.7120 -3.9237 -3.3821
H16 0.1230 -1.7983 -4.0614
H17 -2.4526 -5.0345 -0.1751
H18 0.9811 -3.5674 2.7023
C9 -0.3480 -1.9673 -6.1766
C10 -1.0263 3.5506 -3.4488
C11 -1.9067 3.6397 -2.4371
H19 0.1435 1.6120 1.5333
H20 -1.0998 2.5086 0.6187
H21 -3.8063 -0.3725 -0.2100
H22 3.7176 -3.3918 -0.5459
H23 -0.6195 -1.3240 2.3576
H24 2.8398 -0.1268 1.8788
H25 -2.2352 -4.8261 -3.1230
H26 -4.0271 -3.6747 -2.5701
C12 2.5621 -1.0798 2.3499
C13 -1.6262 -0.9774 2.0773
H27 2.5077 -4.4261 2.3224
C14 1.6777 -3.8418 1.8996
C15 2.3253 3.0663 -0.6445
H28 4.5207 -3.3621 1.0526
H29 -4.3096 -2.3603 -1.3784
C16 2.6077 0.6532 -0.8206
H30 -2.5663 0.0368 -7.8369
H31 -2.2612 -1.8555 1.8976
H32 2.4033 4.1377 -0.5115
P3 -1.9823 -3.0704 -1.4833
H33 -2.8982 0.8914 -5.5048
H34 -3.8003 0.8087 1.1322
C17 -0.9310 1.6773 1.3164
H35 1.4322 -1.9105 0.1187
H36 -3.3327 1.3206 -0.5161
H37 -3.1616 -3.5764 0.5894
C18 -2.1996 0.0826 -5.7198
S2 -1.8596 0.1231 -3.0486
C19 -0.5016 -1.4541 -4.8891
H38 -1.4072 -3.9069 0.7356
C20 3.9069 -2.7822 0.3486
H39 -1.4669 1.8873 2.2550
H40 -1.2399 2.9717 -4.3563

These are the Mulliken partial charges, in e, on atoms 1 to 6:
1 H 0.4059
2 C -0.9232
3 H 0.3954
4 H 0.3474
5 C 1.0009
6 S 0.0188

=====

# 2
Here is a cluster of 9 separate species, C20H40O35S8 in total in a non-equilibrium geometry from OMol25. Energies are from ωB97M-V/def2-TZVPD.

- HOMO energy (eV) = -10.7
- relative energy (zero: lowest compared OMol25 entry of this formula, charge and spin) (eV) = 3.122
- structure (SMILES) = O=S1(=O)OCCO1.O=S1(=O)OCCO1.O=S1(=O)OCCO1.O=S1(=O)OCCO1.O=S1(=O)OCCO1.O=S1(=O)OCCO1.O=S1(=O)OCCO1.O=S1(=O)OCCO1.CCOC(=O)OC
- total charge = 0
- total energy (Ha) = -6604.495115

Positions of all 103 atoms, in Å:
H1 -5.9638 1.6277 -0.7007
H2 2.1687 -0.4530 -0.5022
H3 -4.9282 2.0417 0.7078
C1 5.3144 -3.3754 -6.0783
H4 -4.3979 3.3752 -1.3313
H5 0.9968 -6.3879 6.2618
S1 -2.0038 -1.9422 -7.8056
C2 2.0173 -9.0624 -0.6876
H6 -7.1308 4.7920 6.4662
C3 4.5450 5.3356 7.8802
C4 -7.0695 2.5422 5.9531
H7 -1.6428 0.2685 -10.4460
H8 4.5765 6.2677 7.3161
C5 -4.6448 5.9071 0.0200
H9 -7.0779 3.7800 7.8147
O1 1.9663 5.6574 -7.8983
H10 1.3702 -4.9119 6.9684
H11 -1.0249 -4.3173 7.2167
H12 4.3684 -3.4511 -7.9567
O2 4.1347 -6.8087 -6.5194
H13 6.2832 -3.2052 -5.6087
O3 7.4402 5.6070 6.6809
H14 -0.2393 7.6777 -9.4249
C6 0.2554 8.2393 -7.3705
C7 -0.5192 7.5265 -8.3824
S2 -4.6653 2.2988 6.9447
H15 -5.1167 8.3295 1.3320
S3 1.2679 -10.5340 1.2554
O4 0.8069 7.3663 -6.4890
S4 6.9539 4.5685 7.6080
O5 -5.3076 3.8434 6.8961
O6 7.8529 3.6880 8.3563
O7 -4.7480 4.6369 0.3278
H16 -6.5161 2.4412 0.5895
O8 -1.9921 -1.0757 -6.6011
O9 5.4692 -5.0150 -7.7610
O10 -5.8921 1.7718 5.9115
H17 1.6950 1.4300 1.7942
H18 3.7694 5.4257 8.6407
O11 -4.8658 6.3803 -1.1146
O12 0.6353 -6.3883 8.3112
C8 4.4254 4.0800 7.0478
S5 5.3103 -5.9503 -6.3972
O13 2.2701 -0.4119 2.5380
O14 -1.4804 -3.3448 -7.6850
C9 -2.0148 -0.7029 -10.1202
C10 2.6696 0.1446 0.2594
C11 -3.4007 -0.7090 -9.5438
H19 -7.7322 1.8510 6.4738
C12 3.2288 -9.8943 -0.3017
H20 -1.9229 -1.4433 -10.9148
C13 -4.1142 7.9751 1.0922
H21 -7.5955 2.7239 5.0159
O15 -4.7174 1.7371 8.3171
S6 3.6233 -1.3106 2.1039
O16 -0.4853 6.1639 -7.9887
O17 1.2298 -8.9999 0.5373
H22 -3.4340 8.1883 1.9168
H23 0.7507 -0.0048 1.4498
O18 5.7568 3.6036 6.8490
H24 3.7247 3.3669 7.4822
H25 2.3959 -8.1010 -1.0345
H26 -1.5249 7.9065 -8.2029
O19 -4.2799 6.5425 1.1172
O20 4.8119 -1.1756 2.9802
H27 -0.3906 8.8604 -6.7500
C14 -0.7723 -5.2716 6.7545
O21 1.0112 -10.3640 2.6980
H28 -3.7897 8.2572 0.0906
O22 3.8432 -0.3654 0.7619
C15 -6.7037 3.8439 6.7929
S7 -0.9870 -6.7297 8.8711
O23 4.8086 -4.5444 -5.5878
H29 -3.7558 0.1874 -9.0355
O24 -1.1899 -1.1504 -9.0432
H30 2.8578 1.0679 -0.2885
C16 0.6428 -5.7199 7.0471
H31 3.5833 -10.6636 -0.9878
H32 4.5689 -2.6354 -5.7872
O25 -1.2055 -8.1779 9.0518
C17 5.3411 -3.6757 -7.5191
H33 -4.1961 -0.8166 -10.2812
O26 -3.4302 2.2180 6.2109
H34 -6.0599 3.9914 -1.1723
O27 5.7366 5.1450 8.5936
H35 6.0967 -3.1330 -8.0873
H36 4.1018 -9.2625 -0.1383
H37 1.3320 -9.5977 -1.3448
O28 -1.5733 -6.1930 7.3843
O29 3.0978 -2.6405 1.7013
O30 0.4804 -11.3734 0.3714
O31 2.8727 -10.4835 0.9247
C18 1.7652 0.3934 1.4644
S8 0.7689 5.8197 -7.0286
C19 -5.6250 2.4241 -0.0380
O32 0.4905 4.8974 -5.9391
O33 6.5846 -6.5518 -5.9295
H38 4.0350 4.3492 6.0664
O34 -1.2432 -5.7776 9.9284
H39 -1.2165 -5.1455 5.7672
H40 1.0500 8.8456 -7.8054
O35 -3.3917 -1.8267 -8.6594
C20 -5.1751 3.6666 -0.6248

These are the Mulliken partial charges, in e, on atoms 1 to 6:
1 H 0.3804
2 H 0.2725
3 H 0.3372
4 C -0.1675
5 H 0.2498
6 H 0.2711

=====

# 3
Here is a cluster of 4 separate species, C20H41BBrNO10S in total from OMol25. Energies are from ωB97M-V/def2-TZVPD.

- HOMO energy (eV) = -9.3
- relative energy (zero: lowest compared OMol25 entry of this formula, charge and spin) (eV) = 0.000
- structure (SMILES) = CCCN[C@@]1(CCCBr)OS(=O)(=O)O[C@@H]1OB(O)O.C1CCOC1.C1CCOC1.C1CCOC1
- total charge = 0
- total energy (Ha) = -4590.979007

Positions of all 75 atoms, in Å:
Br1 1.5181 1.5339 -3.7840
C1 1.3563 7.6988 -0.1002
H1 -1.2630 1.9238 -3.1550
H2 1.4789 0.2562 2.3443
H3 2.1117 5.0017 0.3610
H4 -1.4002 -7.8039 3.0290
C2 0.5007 7.0032 -1.1507
H5 -3.3003 -6.8465 -0.2272
O1 -5.0640 1.8241 0.3178
H6 -1.3718 0.3759 1.1118
C3 -1.8166 -7.9908 0.8728
H7 2.5917 -3.8923 2.8014
H8 0.9613 7.5054 0.8989
C4 -1.9183 1.8210 -0.4802
H9 4.2801 -3.4983 2.4287
C5 3.2444 -3.3797 2.0937
C6 2.6998 6.9949 -0.2832
C7 -1.3350 -1.3788 -0.5189
H10 -1.4767 3.6262 -2.7422
C8 -0.8193 2.7593 -2.6058
H11 1.1604 3.5640 -2.4164
C9 -1.9707 -7.3206 2.2370
H12 -1.7259 -6.9130 -1.0397
O2 1.2231 2.9477 2.4488
H13 3.0245 -2.5957 -1.1471
O3 -4.0938 3.7091 1.5989
H14 1.4037 8.7768 -0.2479
H15 -0.4073 -1.0822 -0.0140
H16 -2.2273 -0.8984 -2.4137
N1 -2.5393 0.7240 -1.1869
O4 -1.8219 -5.6482 0.5768
C10 -0.6919 2.4575 -1.1128
H17 -2.1295 -3.3101 -1.1462
C11 -1.1662 -2.8004 -1.0654
C12 2.8226 -1.5206 0.7416
H18 3.3501 7.0642 0.5878
O5 -0.8536 2.2876 1.6594
S1 -3.9355 2.5268 0.8212
H19 -0.7438 -0.0094 -2.0898
H20 4.5140 -2.4869 -0.1998
C13 -1.6755 -0.3722 -1.6279
C14 2.2568 5.5656 -0.5664
H21 -2.1326 -1.3501 0.2318
O6 1.0046 5.6689 -1.2497
H22 -3.0212 -7.3017 2.5335
O7 2.9099 -1.9885 2.0895
H23 1.7729 -1.3439 0.4916
H24 2.0331 -4.1346 0.4714
H25 0.1782 1.8086 -0.9333
H26 -1.9411 -5.1489 2.5667
H27 3.2315 7.4086 -1.1425
H28 2.9546 5.0169 -1.2026
H29 -0.7143 -2.7725 -2.0647
H30 -0.7755 -8.2751 0.7057
C15 3.0732 -3.8594 0.6571
B1 0.4296 1.9297 1.9903
O8 0.8476 0.6415 1.7174
H31 2.0683 2.6651 2.8197
C16 -2.2171 -6.8607 -0.0671
H32 3.7025 -4.7180 0.4261
H33 -0.5272 -3.4136 -0.4263
H34 -0.3910 -5.8443 2.0564
H35 3.3563 -0.5705 0.6733
C17 0.5430 3.1073 -3.1869
H36 -0.5034 3.3962 -0.5842
O9 -2.9014 2.8727 -0.3387
H37 0.4873 3.7943 -4.0285
O10 -2.9897 1.4915 1.5901
C18 -1.7028 1.4081 1.0057
C19 -1.4781 -5.9104 1.9377
H38 -2.4371 -8.8772 0.7488
H39 0.5913 7.4947 -2.1252
H40 -3.0772 1.1128 -1.9537
C20 3.4303 -2.6031 -0.1366
H41 -0.5553 6.9560 -0.8826

These are the Mulliken partial charges, in e, on atoms 1 to 6:
1 Br -0.2135
2 C -0.6011
3 H 0.3945
4 H 0.2013
5 H 0.0673
6 H 0.3339

=====

- Among the records above, which one has the lowest total energy?
  C20H40O35S8